Version i
A cluster of 3 separate species, C6H15NO in total. Source: the Open Molecules 2025 dataset; level of theory: ωB97M-V with the def2-TZVPD basis set.

Last columns: bonded neighbours and bond lengths (Å).
Element x y z (Å)
1 C -0.2193 2.1368 0.6523  C2 1.503, H9 1.088, H10 1.093, H11 1.089
2 C 0.9086 1.1970 0.9716  C1 1.503, N3 1.360, H12 1.120, H13 1.106
3 N 1.8501 1.0445 0.0015  C2 1.360, C4 1.383
4 C 2.9611 0.2632 0.2618  N3 1.383, H14 1.095, H15 1.100, H16 1.094
5 C -2.4144 -1.8157 -0.1420  C6 1.333, H17 1.083, H18 1.097
6 C -1.1921 -2.2414 -0.4604  C5 1.333, C7 1.512, H20 1.050
7 C -0.1240 -1.4479 -1.1782  C6 1.512, H19 1.083, H21 1.109, H22 1.096
8 O -2.5270 0.9439 -0.9628  H23 0.982
9 H 0.1314 3.1643 0.7206  C1 1.088
10 H -0.6406 1.9872 -0.3450  C1 1.093
11 H -0.9748 2.0468 1.4310  C1 1.089
12 H 0.5186 0.1851 1.2516  C2 1.120
13 H 1.4378 1.4742 1.9028  C2 1.106
14 H 3.6294 0.2033 -0.6034  C4 1.095
15 H 3.5264 0.7576 1.0649  C4 1.100
16 H 2.7908 -0.7474 0.6436  C4 1.094
17 H -2.7622 -0.8087 -0.3374  C5 1.083
18 H -3.0578 -2.5319 0.3832  C5 1.097
19 H -0.4622 -0.4597 -1.4647  C7 1.083
20 H -0.8994 -3.2200 -0.2181  C6 1.050
21 H 0.7502 -1.3444 -0.5035  C7 1.109
22 H 0.2477 -1.9710 -2.0669  C7 1.096
23 H -3.4783 1.1840 -1.0027  O8 0.982

Spin multiplicity ... 2
Orbital gap (alpha / beta) ... 4.48 / 4.46 eV
Total charge ... +1

Atomic partial charges in e from the natural (NBO) method, atoms 1 to 6:
1 C -0.630
2 C -0.379
3 N 0.223
4 C -0.554
5 C -0.365
6 C -0.182

=====

Version ii
A cluster of 2 separate species, C6H15NO in total. Source: the Open Molecules 2025 dataset; level of theory: ωB97M-V with the def2-TZVPD basis set.

Last columns: bonded neighbours and bond lengths (Å).
Element x y z (Å)
1 C -2.5166 -0.8140 -0.8953  C2 1.508, C3 1.522, H4 1.186, H5 1.098
2 C -2.1915 -2.1947 -0.3843  C1 1.508, H6 1.150, H9 1.147, H10 1.086
3 C -2.4161 0.1200 0.3019  C1 1.522, H7 1.094, H8 1.148, H11 1.143
4 H -1.8864 -0.4003 -1.8115  C1 1.186
5 H -3.4389 -0.8076 -1.4912  C1 1.098
6 H -2.3523 -3.1082 -1.0635  C2 1.150
7 H -3.4095 0.3088 0.7187  C3 1.094
8 H -1.7666 -0.4162 1.0822  C3 1.148
9 H -2.7893 -2.4780 0.5526  C2 1.147
10 H -1.1420 -2.2792 -0.1171  C2 1.086
11 H -1.8467 1.0556 -0.0257  C3 1.143
12 C 2.3219 1.6100 0.1205  C13 1.476, C14 1.536, H17 1.127, H18 1.144
13 C 0.9919 1.8619 -0.4678  C12 1.476, H19 1.066, H22 1.139, H23 1.098
14 C 2.5845 0.1103 0.3233  C12 1.536, O15 1.240, N16 1.468
15 O 2.5788 -0.6809 -0.6315  C14 1.240
16 N 3.2322 -0.3408 1.5610  C14 1.468, H20 1.011, H21 0.991
17 H 2.9993 1.7221 -0.7728  C12 1.127
18 H 2.8023 2.1589 1.0012  C12 1.144
19 H 1.1695 2.7273 -1.0640  C13 1.066
20 H 3.4466 -1.3235 1.4625  N16 1.011
21 H 2.9003 -0.0162 2.4365  N16 0.991
22 H 0.1990 2.0314 0.3322  C13 1.139
23 H 0.5296 1.1532 -1.1680  C13 1.098

Spin multiplicity ... 2
Orbital gap (alpha / beta) ... 8.47 / 3.94 eV
Total charge ... +1

Atomic partial charges in e from the natural (NBO) method, atoms 1 to 6:
1 C -0.425
2 C -0.617
3 C -0.608
4 H 0.185
5 H 0.226
6 H 0.224

=====

Ranked by calculated energy, most stable first: version ii, version i.